Molecular formula: H26O13
Method: DFT, ωB97M-V/def2-TZVPD

As for the frontier orbital gap: 9.26 eV. The value obtained for the energy relative to the best compared isomer or geometry (same formula, charge and spin) is 428.3 kJ/mol.

Atoms and positions in Å:
H: -0.05 0.22 0.22
H: 0.65 0.58 1.52
H: 1.68 1.43 -1.81
H: 1.02 1.62 -3.17
H: 0.23 4.29 1.38
H: 0.01 3.25 0.30
H: -4.63 -0.85 -2.61
H: -3.76 -0.15 -1.57
H: 2.44 2.53 4.57
H: 2.98 1.37 3.74
H: -5.55 0.33 0.67
H: -4.04 0.14 0.75
H: -1.05 1.47 -3.50
H: -1.78 2.06 -4.70
H: -1.73 -2.62 1.07
H: -2.07 -2.50 -0.40
H: -0.65 -1.84 -1.77
H: 0.37 -2.91 -1.44
H: 2.42 -3.51 -0.45
H: 1.59 -4.65 0.12
H: 0.70 -3.04 3.38
H: 0.59 -1.54 3.13
H: 1.51 -0.92 -3.49
H: 0.44 -0.16 -2.71
H: 3.44 3.61 3.78
H: 4.55 3.30 2.79
O: 0.73 0.01 0.75
O: 1.88 1.63 -2.73
O: 0.03 3.36 1.26
O: -3.92 -1.01 -1.98
O: 2.67 1.59 4.63
O: -4.84 0.18 1.30
O: -1.53 1.22 -4.30
O: -1.50 -2.98 0.21
O: 0.28 -1.96 -1.59
O: 2.45 -4.21 0.20
O: 0.06 -2.35 3.16
O: 0.81 -0.26 -3.60
O: 3.59 3.28 2.89



Molecular formula: C2H3N3S2
Method: DFT, ωB97M-V/def2-TZVPD

As for the frontier orbital gap: 9.27 eV. The SMILES is [H]/N=C1/NSC=NS1. The value obtained for the energy relative to the best compared isomer or geometry (same formula, charge and spin) is 68.6 kJ/mol.

Atoms and positions in Å:
H: 3.08 -0.30 -0.13
N: 2.35 -0.97 0.03
C: 1.19 -0.47 0.05
N: 0.09 -1.21 0.44
S: -1.44 -0.98 -0.31
C: -1.67 0.68 0.24
N: -0.76 1.56 0.30
S: 0.84 1.27 -0.20
H: 0.31 -2.18 0.67
H: -2.68 1.03 0.50



Molecular formula: H26NO11
Method: DFT, ωB97M-V/def2-TZVPD

As for the frontier orbital gap: 10.87 eV. The value obtained for the energy relative to the best compared isomer or geometry (same formula, charge and spin) is 308.9 kJ/mol. As for the net charge: +1.

Atoms and positions in Å:
N: -23.54 15.18 -21.47
H: -22.75 15.38 -20.94
H: -23.80 14.60 -22.37
H: -23.95 16.17 -21.56
H: -23.90 14.66 -20.66
O: -24.47 16.67 -24.49
H: -24.84 17.43 -24.84
H: -25.14 15.95 -24.51
O: -24.96 11.98 -22.14
H: -24.11 12.02 -21.75
H: -25.53 11.53 -21.38
O: -22.35 12.82 -23.64
H: -23.09 12.50 -24.19
H: -22.14 13.58 -24.08
O: -24.52 17.27 -19.24
H: -24.73 17.98 -19.77
H: -24.04 17.66 -18.54
O: -23.58 13.53 -18.47
H: -23.24 12.84 -17.89
H: -23.54 14.36 -17.86
O: -26.41 15.28 -20.36
H: -26.70 16.22 -20.43
H: -27.24 14.96 -19.87
O: -20.00 14.42 -20.42
H: -19.32 13.91 -20.81
H: -20.05 13.92 -19.59
O: -22.09 15.38 -24.62
H: -21.33 15.61 -25.12
H: -22.90 15.77 -24.79
O: -22.84 18.38 -21.44
H: -22.14 18.46 -22.09
H: -22.32 18.56 -20.56
O: -25.64 18.43 -22.10
H: -25.94 18.19 -22.98
H: -24.74 18.80 -22.10
O: -19.99 16.27 -22.39
H: -20.04 15.72 -21.75
H: -20.44 17.05 -22.26



What did the second record say?
Molecular formula: C2H3N3S2
Method: DFT, ωB97M-V/def2-TZVPD

As for the frontier orbital gap: 9.27 eV. The SMILES is [H]/N=C1/NSC=NS1. The value obtained for the energy relative to the best compared isomer or geometry (same formula, charge and spin) is 68.6 kJ/mol.

Atoms and positions in Å:
H: 3.08 -0.30 -0.13
N: 2.35 -0.97 0.03
C: 1.19 -0.47 0.05
N: 0.09 -1.21 0.44
S: -1.44 -0.98 -0.31
C: -1.67 0.68 0.24
N: -0.76 1.56 0.30
S: 0.84 1.27 -0.20
H: 0.31 -2.18 0.67
H: -2.68 1.03 0.50



Question: energy relative to the best compared isomer or geometry (same formula, charge and spin) of number 1 (H26O13)?
Answer: 428.3 kJ/mol



Question: Which formula does entry 3 have?
Answer: H26NO11



Question: Which formula does entry 3 have?
Answer: H26NO11